# C2H7NO

A cluster of 2 separate species, C2H7NO in total at a distorted geometry (ωB97M-V/def2-TZVPD, the Open Molecules 2025 dataset).

Last column: Mulliken charge in e.
Atoms and positions in Å:
1 C 0.57 -0.03 1.39  -0.693
2 C 1.27 -0.03 0.26  -0.040
3 N 0.86 0.36 -1.01  -0.377
4 H -0.48 0.26 1.44  0.241
5 H 1.14 -0.02 2.31  0.243
6 H 2.33 -0.29 0.28  0.305
7 H -0.10 0.28 -1.31  0.180
8 H 1.40 1.02 -1.53  0.185
9 O -2.14 -0.27 -0.54  -0.686
10 H -1.41 -0.81 -0.19  0.329
11 H -2.79 -0.14 0.15  0.313

The calculation puts the HOMO energy at -8.4 eV. For the orbital gap, the calculation gives 9.39 eV. Its charge is 0. The energy above the lowest of the compared OMol25 structures with the same formula, charge and spin is 1.147 eV.

***

# C32H58BF3N2O26P2

A cluster of 8 separate species, C32H58BF3N2O26P2 in total at a distorted geometry (ωB97M-V/def2-TZVPD, the Open Molecules 2025 dataset).

Last column: Mulliken charge in e.
Atoms and positions in Å:
1 C 8.36 0.57 2.43  -1.215
2 C 8.65 -0.16 3.76  -0.604
3 C 7.47 -0.21 4.76  -0.668
4 C 6.87 1.20 5.18  -0.827
5 N 5.86 1.19 6.40  0.032
6 C 4.59 0.37 6.09  -0.684
7 C 3.55 0.79 7.06  -0.748
8 C 3.72 2.31 7.12  -0.459
9 C 5.19 2.57 6.78  -0.683
10 C 6.68 0.74 7.64  -1.007
11 H 7.48 0.18 1.92  0.359
12 H 9.19 0.67 1.74  0.360
13 H 7.93 1.56 2.59  0.316
14 H 9.56 0.34 4.11  0.312
15 H 9.03 -1.16 3.55  0.340
16 H 7.48 -0.85 5.65  0.478
17 H 6.70 -0.75 4.21  0.360
18 H 6.28 1.68 4.39  0.579
19 H 7.48 2.03 5.54  0.456
20 H 4.89 -0.67 5.92  0.484
21 H 4.34 0.62 5.06  0.462
22 H 3.67 0.33 8.04  0.306
23 H 2.53 0.54 6.75  0.419
24 H 3.64 2.65 8.15  0.244
25 H 2.96 2.74 6.48  0.404
26 H 5.83 3.02 7.54  0.434
27 H 5.23 3.32 6.00  0.339
28 H 6.80 -0.33 7.44  0.427
29 H 6.11 0.88 8.56  0.433
30 H 7.62 1.28 7.54  0.349
31 O 2.09 1.32 -1.82  -0.563
32 C 1.39 1.52 -0.89  0.573
33 O 0.29 0.82 -0.57  -0.456
34 B -0.38 1.45 0.65  0.898
35 O 0.67 2.47 1.03  -0.512
36 C 1.62 2.60 0.12  0.635
37 O 2.45 3.47 0.06  -0.637
38 O -0.62 0.49 1.71  -0.433
39 C -1.83 0.67 2.18  0.592
40 O -2.35 0.01 3.05  -0.614
41 C -2.53 1.73 1.22  0.592
42 O -1.67 2.07 0.36  -0.468
43 O -3.65 2.12 1.34  -0.605
44 C -7.83 -5.59 2.38  -1.344
45 C -7.75 -4.79 1.08  0.504
46 C -8.30 -5.56 -0.24  -0.619
47 O -7.46 -6.65 -0.62  -0.325
48 C -7.92 -7.32 -1.75  -0.780
49 N -8.60 -3.64 1.32  -0.776
50 H -8.87 -5.86 2.57  0.337
51 H -7.52 -4.96 3.22  0.379
52 H -7.09 -6.38 2.27  0.306
53 H -6.77 -4.33 1.01  0.303
54 H -8.44 -4.84 -1.04  0.355
55 H -9.30 -5.94 -0.03  0.337
56 H -7.07 -7.50 -2.40  0.240
57 H -8.75 -6.93 -2.34  0.365
58 H -8.31 -8.25 -1.32  0.276
59 H -8.21 -2.96 1.96  0.237
60 H -8.81 -3.03 0.54  0.206
61 C 3.71 -8.81 -0.41  -0.681
62 O 3.82 -7.96 0.66  -0.340
63 P 2.94 -6.61 0.77  1.070
64 O 3.50 -5.53 1.63  -0.687
65 O 2.70 -6.15 -0.78  -0.254
66 C 3.80 -5.57 -1.41  -0.682
67 O 1.41 -7.21 1.20  -0.319
68 C 0.33 -6.42 1.10  -0.625
69 H 4.67 -8.74 -0.92  0.272
70 H 2.89 -8.57 -1.08  0.328
71 H 3.43 -9.83 -0.16  0.286
72 H 4.54 -6.30 -1.73  0.263
73 H 4.42 -4.88 -0.83  0.329
74 H 3.31 -5.04 -2.22  0.248
75 H 0.10 -6.07 2.10  0.240
76 H -0.46 -7.07 0.73  0.233
77 H 0.42 -5.61 0.38  0.320
78 C -4.14 -4.07 -5.93  -0.668
79 O -4.17 -3.85 -7.37  -0.330
80 P -5.69 -3.63 -8.06  0.976
81 O -6.59 -2.71 -7.34  -0.618
82 O -5.34 -3.22 -9.58  -0.280
83 C -6.26 -2.49 -10.41  -0.753
84 O -6.20 -5.18 -8.19  -0.317
85 C -6.07 -6.00 -9.37  -0.633
86 H -5.19 -4.04 -5.61  0.260
87 H -3.78 -3.33 -5.21  0.296
88 H -3.68 -4.99 -5.60  0.280
89 H -7.35 -2.55 -10.46  0.340
90 H -6.03 -2.78 -11.43  0.310
91 H -6.17 -1.42 -10.23  0.311
92 H -5.58 -5.38 -10.12  0.274
93 H -7.03 -6.25 -9.82  0.272
94 H -5.53 -6.94 -9.31  0.280
95 C -3.86 2.78 -6.23  -0.405
96 C -5.03 3.56 -5.78  0.369
97 O -5.50 4.16 -6.92  -0.315
98 C -4.57 4.09 -7.90  0.697
99 O -4.77 4.46 -9.05  -0.553
100 O -3.51 3.54 -7.35  -0.336
101 F -4.82 4.55 -4.83  -0.290
102 H -4.09 1.77 -6.57  0.280
103 H -3.05 2.69 -5.50  0.313
104 H -5.64 2.80 -5.31  0.240
105 C -2.40 9.31 0.12  -0.389
106 C -1.37 9.92 -0.82  0.344
107 O -1.78 11.26 -0.79  -0.312
108 C -2.39 11.51 0.44  0.715
109 O -2.87 12.55 0.84  -0.529
110 O -2.51 10.38 1.06  -0.318
111 F -1.38 9.37 -2.01  -0.263
112 H -1.96 8.48 0.66  0.222
113 H -3.35 8.89 -0.20  0.290
114 H -0.32 9.81 -0.55  0.240
115 C 7.49 9.65 1.97  -0.422
116 C 6.12 9.88 2.69  0.354
117 O 6.35 9.36 3.91  -0.295
118 C 7.65 9.16 4.09  0.680
119 O 8.00 8.78 5.15  -0.535
120 O 8.37 9.43 3.03  -0.313
121 F 5.20 9.24 2.05  -0.272
122 H 7.78 10.45 1.29  0.260
123 H 7.55 8.78 1.32  0.269
124 H 5.76 10.91 2.75  0.273

The calculation puts the HOMO energy at -8.6 eV. For the orbital gap, the calculation gives 7.78 eV. Its charge is 0.

***

# C5H4NO4PS

The ion C5H4NO4PS with charge -2 at a distorted geometry (ωB97M-V/def2-TZVPD, the Open Molecules 2025 dataset).

Last column: Mulliken charge in e.
Atoms and positions in Å:
1 C -0.27 -1.62 -0.80  -0.053
2 C -1.58 -1.24 -1.02  -0.444
3 C 0.75 -0.85 -0.33  -0.179
4 C -1.16 1.29 0.26  -0.189
5 C -1.57 2.74 0.45  0.478
6 N -1.51 3.52 -0.56  -0.770
7 O 1.91 -1.77 2.00  -0.778
8 O 2.39 -2.86 -0.28  -0.747
9 O -1.72 2.91 1.71  -0.703
10 O 3.42 -0.62 0.24  -0.543
11 P 2.14 -1.66 0.51  0.863
12 S -2.27 0.23 -0.42  -0.103
13 H -0.05 -2.65 -0.85  0.366
14 H -2.21 -1.74 -1.73  0.316
15 H 3.50 -0.25 1.12  0.281
16 H -1.75 4.57 -0.31  0.204

The calculation puts the HOMO energy (alpha / beta) at -0.8 / -0.9 eV. For the orbital gap (alpha / beta), the calculation gives 6.14 / 6.17 eV. Its charge is -2. The energy above the lowest of the compared OMol25 structures with the same formula, charge and spin is 4.539 eV.

***

# C41H48AuN6OPS2

A structure of composition C41H48AuN6OPS2 at a distorted geometry (ωB97M-V/def2-TZVPD, the Open Molecules 2025 dataset).

Last column: Mulliken charge in e.
Atoms and positions in Å:
1 Au -0.29 -0.39 0.90  0.857
2 C -0.62 3.70 -4.97  -1.671
3 C -0.58 2.18 -5.21  1.928
4 C 0.71 1.83 -5.96  -1.523
5 C -1.79 1.78 -6.05  -2.093
6 C -0.55 1.46 -3.87  0.593
7 C -1.41 0.42 -3.52  -0.681
8 C -1.31 -0.16 -2.26  -0.289
9 N -0.42 0.21 -1.36  -0.401
10 C 0.44 1.18 -1.68  -0.065
11 C 0.39 1.82 -2.91  -0.444
12 C 1.39 1.61 -0.65  -0.746
13 C 2.59 2.23 -0.98  -0.335
14 C 3.42 2.74 0.01  0.687
15 C 2.95 2.64 1.32  0.019
16 C 1.77 1.97 1.57  -1.517
17 N 1.02 1.42 0.62  -0.401
18 C 4.78 3.32 -0.32  2.183
19 C 4.85 3.82 -1.77  -1.925
20 C 5.13 4.49 0.60  -1.846
21 C 5.80 2.18 -0.13  -1.682
22 H -0.72 4.21 -5.93  0.476
23 H 0.28 4.06 -4.50  0.346
24 H -1.47 3.97 -4.35  0.382
25 H 0.74 2.38 -6.90  0.436
26 H 0.75 0.77 -6.19  0.393
27 H 1.59 2.09 -5.39  0.337
28 H -1.78 2.36 -6.98  0.444
29 H -2.72 1.99 -5.54  0.472
30 H -1.75 0.73 -6.32  0.400
31 H -2.18 0.06 -4.18  0.649
32 H -1.98 -0.96 -1.97  -0.049
33 H 1.08 2.62 -3.11  0.618
34 H 2.87 2.28 -2.01  0.589
35 H 3.50 3.07 2.14  0.370
36 H 1.39 1.86 2.58  0.635
37 H 4.05 4.52 -1.98  0.431
38 H 4.81 3.00 -2.49  0.381
39 H 5.79 4.33 -1.92  0.463
40 H 4.36 5.25 0.58  0.424
41 H 6.07 4.94 0.28  0.453
42 H 5.28 4.16 1.63  0.389
43 H 5.56 1.33 -0.77  0.379
44 H 5.81 1.84 0.91  0.375
45 H 6.79 2.54 -0.39  0.462
46 S -2.00 -4.52 4.02  -0.077
47 C -1.79 -3.88 2.46  -0.047
48 N -1.90 -2.55 2.37  0.665
49 C -2.16 -1.95 3.58  -0.093
50 C -2.35 -0.60 3.85  -0.401
51 C -2.63 -0.21 5.15  -0.887
52 C -2.69 -1.15 6.18  -0.651
53 C -2.51 -2.50 5.93  -0.513
54 C -2.26 -2.89 4.62  0.623
55 H -1.60 -4.49 1.59  0.414
56 H -2.30 0.13 3.05  0.526
57 H -2.80 0.83 5.38  0.426
58 H -2.87 -0.82 7.19  0.442
59 H -2.57 -3.22 6.72  0.482
60 C -6.98 -1.67 -6.44  -1.197
61 C -6.33 -1.60 -5.12  0.845
62 O -5.91 -0.65 -4.53  -0.492
63 S -6.10 -3.29 -4.43  -0.252
64 C -5.12 -3.03 -3.01  0.488
65 C -4.04 -3.91 -2.78  -0.870
66 C -3.17 -3.69 -1.76  -0.635
67 C -3.34 -2.58 -0.89  0.335
68 C -4.51 -1.77 -1.07  -0.278
69 C -5.36 -1.99 -2.11  -0.658
70 C -2.48 -2.29 0.11  -0.258
71 C -1.79 -1.91 1.12  -0.423
72 H -7.45 -0.72 -6.69  0.331
73 H -7.71 -2.48 -6.48  0.384
74 H -6.21 -1.86 -7.19  0.316
75 H -3.91 -4.76 -3.44  0.434
76 H -2.33 -4.35 -1.62  0.482
77 H -4.69 -0.98 -0.36  0.495
78 H -6.23 -1.36 -2.22  0.493
79 C 3.44 -2.58 4.24  -0.991
80 N 3.59 -1.21 3.75  0.162
81 C 3.38 -0.28 4.84  -1.064
82 N 2.09 -0.47 5.49  0.231
83 C 1.96 -1.84 5.94  -1.048
84 N 2.14 -2.78 4.84  0.224
85 C 1.07 -2.75 3.91  -0.872
86 P 0.89 -1.05 3.07  1.092
87 C 2.72 -0.96 2.63  -0.256
88 C 0.98 -0.06 4.68  -0.953
89 H 4.22 -2.77 4.98  0.344
90 H 3.57 -3.27 3.41  0.399
91 H 3.43 0.74 4.46  0.388
92 H 4.16 -0.43 5.59  0.340
93 H 0.97 -1.99 6.38  0.414
94 H 2.73 -2.04 6.69  0.294
95 H 0.14 -2.97 4.45  0.133
96 H 1.23 -3.51 3.13  0.535
97 H 2.95 0.03 2.22  -0.112
98 H 2.92 -1.70 1.85  0.592
99 H 0.04 -0.22 5.23  0.354
100 H 1.07 1.00 4.45  0.445

The calculation puts the HOMO energy (alpha / beta) at -11.1 / -13.0 eV. As for the expectation value of S²: 2.049. Its spin multiplicity is 3. For the orbital gap (alpha / beta), the calculation gives 5.29 / 6.16 eV. Its charge is +2. The energy above the lowest of the compared OMol25 structures with the same formula, charge and spin is 0.557 eV.

***

# C3H3NO2

A cluster of 3 separate species, C3H3NO2 in total at a distorted geometry (ωB97M-V/def2-TZVPD, the Open Molecules 2025 dataset).

Last column: Mulliken charge in e.
Atoms and positions in Å:
1 C -1.89 0.05 0.23  -0.120
2 O -1.06 0.63 -0.43  -0.400
3 C 1.49 0.92 -1.58  0.144
4 O 1.60 2.04 -1.63  -0.175
5 C 1.45 -1.06 0.77  0.532
6 N 2.46 -1.42 1.19  -0.345
7 H 0.52 -0.69 0.37  -0.144
8 H -1.80 -0.06 1.32  0.262
9 H -2.77 -0.42 -0.24  0.246

The calculation puts the HOMO energy at -11.2 eV. For the orbital gap, the calculation gives 11.10 eV. Its charge is 0. The energy above the lowest of the compared OMol25 structures with the same formula, charge and spin is 2.589 eV.

***

# C30H43N3O2

The molecule C30H43N3O2 at a distorted geometry (ωB97M-V/def2-TZVPD, the Open Molecules 2025 dataset).

Last column: Mulliken charge in e.
Atoms and positions in Å:
1 C 2.87 -5.25 0.70  -1.903
2 C 2.34 -4.23 -0.30  2.620
3 C 0.83 -4.04 -0.14  -1.806
4 C 2.57 -4.84 -1.69  -1.989
5 C 3.10 -2.88 -0.33  -2.300
6 C 3.41 -2.14 0.97  3.160
7 C 4.63 -2.73 1.69  -1.909
8 C 2.22 -2.11 1.93  -1.956
9 C 3.77 -0.67 0.67  -0.213
10 C 3.90 -0.15 -0.62  -0.444
11 C 4.24 1.17 -0.85  -0.791
12 C 4.48 2.02 0.21  0.074
13 O 4.82 3.35 0.00  -0.547
14 C 3.79 4.19 -0.52  -0.597
15 C 2.56 4.29 0.35  -0.734
16 O 1.53 3.39 -0.02  -0.077
17 C 0.31 4.00 -0.40  -0.957
18 C -0.38 3.10 -1.40  -1.115
19 C -0.60 1.70 -0.83  0.938
20 C -1.30 1.76 0.44  0.013
21 N -1.84 1.72 1.43  -0.641
22 C -1.31 0.72 -1.83  0.593
23 C -1.69 1.38 -3.06  0.011
24 N -2.02 1.92 -4.00  -0.561
25 C -2.54 0.01 -1.25  -1.883
26 C -3.81 0.86 -1.26  -0.600
27 C -4.77 0.46 -0.15  -0.431
28 C -6.22 0.63 -0.54  -0.664
29 N -7.11 1.07 0.53  0.256
30 C -8.47 1.00 0.44  -0.491
31 C -9.01 1.48 1.60  -0.549
32 C -7.94 1.85 2.44  -0.643
33 C -6.79 1.58 1.76  -0.191
34 C 4.40 1.53 1.49  -0.733
35 C 4.04 0.21 1.71  -0.333
36 H 3.95 -5.21 0.74  0.378
37 H 2.49 -5.12 1.71  0.298
38 H 2.61 -6.25 0.36  0.470
39 H 0.55 -3.11 -0.61  0.265
40 H 0.31 -4.82 -0.70  0.500
41 H 0.51 -4.06 0.89  0.320
42 H 3.62 -5.10 -1.80  0.457
43 H 2.34 -4.12 -2.47  0.358
44 H 1.99 -5.75 -1.81  0.522
45 H 2.52 -2.24 -0.98  0.509
46 H 4.04 -3.06 -0.85  0.554
47 H 4.36 -3.62 2.24  0.432
48 H 5.03 -2.02 2.41  0.452
49 H 5.41 -2.98 0.98  0.396
50 H 1.34 -1.71 1.44  0.263
51 H 2.41 -1.47 2.78  0.499
52 H 1.97 -3.09 2.32  0.356
53 H 3.73 -0.77 -1.48  0.521
54 H 4.31 1.53 -1.87  0.437
55 H 4.23 5.19 -0.56  0.393
56 H 3.53 3.91 -1.54  0.256
57 H 2.85 4.09 1.38  0.386
58 H 2.20 5.32 0.32  0.475
59 H -0.32 4.15 0.48  0.367
60 H 0.49 4.96 -0.89  0.585
61 H -1.31 3.58 -1.70  0.402
62 H 0.29 3.01 -2.24  0.426
63 H 0.39 1.30 -0.63  0.049
64 H -0.59 -0.05 -2.11  0.283
65 H -2.73 -0.85 -1.88  0.558
66 H -2.34 -0.38 -0.26  0.618
67 H -3.58 1.92 -1.21  0.438
68 H -4.29 0.71 -2.22  0.610
69 H -4.60 -0.58 0.13  0.365
70 H -4.52 1.03 0.74  0.092
71 H -6.64 -0.29 -0.93  0.314
72 H -6.29 1.37 -1.34  0.353
73 H -9.01 0.63 -0.40  0.354
74 H -10.06 1.55 1.81  0.424
75 H -8.00 2.26 3.43  0.422
76 H -5.79 1.74 2.10  0.346
77 H 4.61 2.17 2.32  0.495
78 H 3.97 -0.14 2.72  0.396

The calculation puts the HOMO energy at -8.1 eV. For the orbital gap, the calculation gives 8.42 eV. Its charge is 0. The energy above the lowest of the compared OMol25 structures with the same formula, charge and spin is 0.000 eV.

***

# C3H9NS2

The molecule C3H9NS2 at a distorted geometry (ωB97M-V/def2-TZVPD, the Open Molecules 2025 dataset).

Last column: Mulliken charge in e.
Atoms and positions in Å:
1 C 2.36 -0.45 -1.82  -1.425
2 C 0.86 -0.20 -1.93  0.613
3 N 0.55 1.19 -1.46  -0.673
4 C -0.04 -1.15 -1.09  -0.948
5 S -0.68 -0.62 0.75  -0.117
6 S -1.22 0.84 2.19  -0.221
7 H 2.89 0.40 -2.25  0.407
8 H 2.72 -1.41 -2.26  0.351
9 H 2.73 -0.34 -0.79  0.348
10 H 0.52 -0.53 -2.93  0.206
11 H 1.31 1.35 -0.82  0.284
12 H -0.45 1.15 -1.24  0.267
13 H 0.37 -2.10 -0.73  0.357
14 H -1.03 -1.45 -1.44  0.397
15 H -0.97 0.21 3.36  0.152

The calculation puts the HOMO energy at -8.1 eV. For the orbital gap, the calculation gives 7.05 eV. Its charge is 0. The energy above the lowest of the compared OMol25 structures with the same formula, charge and spin is 3.126 eV.

***

# C12H24NO

The ion C12H24NO with charge +1 at a distorted geometry (ωB97M-V/def2-TZVPD, the Open Molecules 2025 dataset).

Last column: Mulliken charge in e.
Atoms and positions in Å:
1 C 2.30 0.90 -1.37  -1.544
2 C 1.93 0.93 0.12  0.261
3 C 3.27 0.81 0.92  -1.783
4 N 0.96 -0.14 0.45  0.558
5 C 1.37 -1.43 -0.09  -0.537
6 C 0.06 -2.03 -0.76  0.032
7 C -0.73 -3.13 0.02  -1.538
8 O -0.55 -0.80 -1.14  -0.455
9 C -0.43 0.05 -0.09  -0.100
10 C -1.17 1.51 -0.38  -1.265
11 C -1.79 1.74 -1.75  -1.568
12 C -1.63 0.55 0.73  1.894
13 C -3.01 -0.03 0.40  -1.781
14 C -1.43 0.80 2.23  -2.251
15 H 2.56 0.05 -1.86  0.456
16 H 1.44 1.10 -1.92  0.392
17 H 3.06 1.66 -1.68  0.434
18 H 1.57 1.85 0.25  0.418
19 H 3.45 -0.19 1.04  0.433
20 H 3.09 1.27 1.82  0.471
21 H 4.02 1.21 0.41  0.539
22 H 0.70 -0.03 1.38  0.631
23 H 1.76 -2.17 0.71  0.378
24 H 2.03 -1.44 -0.86  0.256
25 H 0.45 -2.62 -1.56  0.657
26 H -0.12 -3.94 0.17  0.573
27 H -1.47 -3.35 -0.69  0.394
28 H -0.99 -2.83 1.08  0.266
29 H -0.66 2.30 -0.14  0.755
30 H -2.37 0.85 -1.95  0.377
31 H -0.99 1.79 -2.44  0.377
32 H -2.28 2.74 -1.97  0.332
33 H -3.43 -0.53 1.27  0.482
34 H -3.01 -0.87 -0.19  0.515
35 H -3.77 0.67 0.04  0.336
36 H -1.46 -0.09 2.72  0.562
37 H -2.13 1.52 2.52  0.432
38 H -0.57 1.35 2.58  0.611

The calculation puts the HOMO energy at -12.9 eV. For the orbital gap, the calculation gives 10.47 eV. Its charge is +1. The energy above the lowest of the compared OMol25 structures with the same formula, charge and spin is 2.803 eV.

***

The records above give, respectively, energy values of -210.35660; -4327.17937; -1288.08102; -3267.76775; -321.28252; -1483.62130; -970.71683; -601.23037 a.u..